## a
ORCA calculation (ωB97M-V/def2-TZVPD) on a single C7H10N2O2 molecule.

Atoms and positions in Å:
1 H 0.0819 -0.1459 -2.3216
2 C 0.3335 -1.8367 0.6295
3 O -1.4149 2.0870 0.5452
4 C 0.7503 0.5660 -1.8555
5 O 0.1349 -3.0044 0.9805
6 C -0.4893 1.4884 -0.0245
7 N 0.2133 0.4520 0.4414
8 H -1.8719 0.1465 2.3490
9 H 1.6304 0.8641 -2.4932
10 H 1.7726 -2.1411 -0.7289
11 N 1.1708 -1.4320 -0.3578
12 C -1.6100 -0.6938 1.7179
13 H -0.9184 2.0688 -2.0234
14 C -0.1720 -0.6142 1.3533
15 C 1.1940 -0.0115 -0.4753
16 H 0.6231 2.7768 -1.4470
17 H 2.1806 0.3625 -0.1848
18 H -1.8074 -1.5968 2.2629
19 H 0.4851 -0.4413 2.2626
20 C -0.0312 1.8354 -1.4203
21 H -2.2553 -0.7301 0.7900

Calculated values
- gap between HOMO and LUMO (eV) = 10.25
- molar mass (g mol⁻¹) = 154.17
- net charge = 0
- structure (SMILES) = C[C@H]1C(=O)N[C@H]2CCC(=O)N21

=====

## b
ORCA calculation (ωB97M-V/def2-TZVPD) on a single C7H10N2O2 molecule.

Atoms and positions in Å:
1 H 3.3263 1.3850 0.6656
2 H 1.1627 3.2729 0.0420
3 O -4.0940 -0.1417 -0.1740
4 H 1.4989 -2.2124 0.4731
5 H 2.2256 -1.7712 -1.1305
6 C 2.2028 -1.4468 -0.0974
7 H -2.3101 -1.7077 0.6451
8 H -0.3230 -1.7694 -0.3750
9 H -1.5030 -0.4718 1.5803
10 H -1.1508 -0.7852 -1.5041
11 H 3.2542 -1.5915 0.4526
12 C 2.2849 1.2092 0.2465
13 H -1.7160 1.7574 -0.0530
14 C -0.7458 -0.7948 -0.4926
15 C 1.2256 2.1374 -0.0061
16 C -2.9736 0.2849 0.0899
17 O -2.7387 1.6130 -0.1191
18 C 1.7314 0.0068 -0.0911
19 N 0.1227 1.5291 -0.3423
20 C -1.8712 -0.6822 0.5695
21 N 0.3911 0.1789 -0.3794

Calculated values
- gap between HOMO and LUMO (eV) = 10.35
- molar mass (g mol⁻¹) = 154.17
- net charge = 0
- structure (SMILES) = Cc1ccnn1CCC(=O)O

=====

## c
ORCA calculation (ωB97M-V/def2-TZVPD) on a single C7H10N2O2 molecule.

Atoms and positions in Å:
1 C -0.0091 -1.1828 -0.5695
2 H 1.2381 1.5998 -1.5382
3 H 0.3558 2.7072 0.7387
4 H 0.5270 1.1388 1.4370
5 N 1.3985 -1.2940 -0.2970
6 O -1.7069 1.8931 -0.5111
7 H 2.0540 1.9036 0.9574
8 H -0.7959 -1.5072 1.4646
9 C -1.3925 0.7160 -0.3868
10 H -2.9030 -0.6560 -0.6254
11 C -1.1163 -1.5214 0.4054
12 H -2.7194 -0.1505 1.0823
13 H 1.8622 -2.0322 0.1588
14 O 3.2013 0.0896 -0.0183
15 H -1.5545 -2.4713 0.1122
16 C -2.1949 -0.4558 0.2109
17 C 1.0335 1.0338 -0.6136
18 C 2.0454 -0.0622 -0.3219
19 C 0.9941 1.8133 0.6653
20 H -0.1793 -1.7789 -1.5297
21 N -0.1381 0.2174 -0.8210

Calculated values
- gap between HOMO and LUMO (eV) = 10.33
- molar mass (g mol⁻¹) = 154.17
- net charge = 0
- structure (SMILES) = C[C@H]1C(=O)N[C@H]2CCC(=O)N21

=====

Least stable of them? b.

=====

## a
ORCA calculation (ωB97M-V/def2-TZVPD) on 2 unconnected molecules or ions with the total composition C6H13N2.

Atoms and positions in Å:
1 C 0.8867 0.6385 -0.3509
2 H -0.6490 2.0058 3.7896
3 H 1.6206 1.4924 -0.3481
4 H -2.0337 -2.1158 2.0086
5 C 0.1296 -1.0396 -1.8584
6 C 1.3919 0.9546 -2.6114
7 H 1.2834 0.3237 -3.3960
8 H -0.0106 -1.7085 -1.0513
9 N -1.5002 -1.6785 1.3350
10 C -0.9934 0.0939 2.8227
11 H -0.3056 1.9493 1.9312
12 N 0.8353 0.1832 -1.5394
13 C -0.5791 1.3391 2.8753
14 H 0.2262 0.1750 0.5042
15 H 2.4821 1.2858 -2.2748
16 H -1.4564 -0.3795 3.7106
17 H -0.7393 -1.0150 -2.3952
18 H 0.8643 -1.5722 -2.5845
19 H -1.4516 -2.2139 0.5206
20 H 0.8300 1.8263 -2.5929
21 C -0.8312 -0.5448 1.5051

Calculated values
- gap between HOMO and LUMO (eV) = 8.60
- molar mass (g mol⁻¹) = 113.18
- net charge = +1

=====

## b
ORCA calculation (ωB97M-V/def2-TZVPD) on a gas-phase ion, C6H13N2 (charge +1).

Atoms and positions in Å:
1 H -2.0989 -1.5174 -0.8329
2 C -1.4798 -1.8724 -0.0259
3 H 0.3760 -1.6781 2.2149
4 N 1.2026 0.0776 1.6493
5 H 2.8904 1.1328 -1.4392
6 H -2.1432 -2.3031 0.7508
7 C -0.9503 -0.6927 0.7508
8 H 0.4691 1.6313 -1.3555
9 C 1.3439 1.1845 0.6706
10 H 1.8632 0.7069 -2.6466
11 N 2.1836 0.5171 -1.6640
12 C 0.2293 -0.7628 1.6101
13 H 2.4367 1.2339 0.9096
14 H 2.6001 -0.3972 -1.4336
15 H -0.6343 -2.6885 -0.1325
16 C -1.8756 0.3623 1.0287
17 H -1.6791 0.9673 1.8526
18 H -2.9591 0.0925 1.0611
19 C 1.0397 0.8646 -0.7744
20 H 0.6530 1.9341 1.0558
21 H -1.8092 1.3551 0.4094

Calculated values
- gap between HOMO and LUMO (spin up / spin down) (eV) = 6.07 / 8.83
- molar mass (g mol⁻¹) = 113.18
- net charge = +1

=====

Least stable of them? b.

=====

## a
ORCA calculation (ωB97M-V/def2-TZVPD) on a gas-phase ion, C2H7NS (charge +1).

Atoms and positions in Å:
1 H 1.3187 -1.3855 -1.1694
2 N 1.4673 -0.6022 -0.5423
3 H 0.6280 -0.8748 1.3724
4 C -0.8296 -0.0157 -0.1171
5 C 0.5326 -0.2476 0.4840
6 H -2.3563 1.8472 0.1017
7 S -1.7489 1.0587 1.0466
8 H 0.9287 0.7076 0.8661
9 H -1.3546 -0.9628 -0.2430
10 H -0.8684 0.4963 -1.0741
11 H 2.2824 -0.0213 -0.7248

Calculated values
- multiplicity = 2
- gap between HOMO and LUMO (spin up / spin down) (eV) = 11.20 / 4.90
- molar mass (g mol⁻¹) = 77.15
- net charge = +1

=====

## b
ORCA calculation (ωB97M-V/def2-TZVPD) on 2 unconnected molecules or ions with the total composition C2H7NS.

Atoms and positions in Å:
1 S -1.0729 -1.2039 2.4441
2 H 0.3746 0.8783 0.8425
3 H 0.3020 -1.4905 -0.4331
4 H 1.4858 -0.6307 -1.3286
5 C 0.1926 0.5448 -0.1573
6 N 0.9563 -0.7066 -0.4609
7 H -1.3534 0.0147 2.9117
8 H -1.2434 1.8954 -0.9924
9 C -0.5890 1.0441 -1.0821
10 H -0.6485 0.5691 -2.0590
11 H 1.5959 -0.9146 0.3151

Calculated values
- multiplicity = 2
- gap between HOMO and LUMO (spin up / spin down) (eV) = 10.33 / 7.29
- molar mass (g mol⁻¹) = 77.15
- net charge = +1

=====

## c
ORCA calculation (ωB97M-V/def2-TZVPD) on 2 unconnected molecules or ions with the total composition C2H7NS.

Atoms and positions in Å:
1 H 0.9019 1.1050 -0.1875
2 H -0.2162 1.0081 -1.5243
3 H 1.5048 1.6221 -1.7421
4 N 1.1893 -0.4932 -1.4804
5 C 0.8316 0.9032 -1.2659
6 H -0.3745 0.0637 2.8938
7 H -2.5807 0.4636 3.1840
8 C 1.6041 -0.8319 -2.6149
9 S -1.6064 0.0832 2.3040
10 H 2.0456 -0.2403 -3.4284
11 H 1.4039 -1.8282 -3.0188

Calculated values
- multiplicity = 2
- gap between HOMO and LUMO (spin up / spin down) (eV) = 6.82 / 1.53
- molar mass (g mol⁻¹) = 77.15
- net charge = +1

=====

## d
ORCA calculation (ωB97M-V/def2-TZVPD) on 2 unconnected molecules or ions with the total composition C2H7NS.

Atoms and positions in Å:
1 C 0.9203 -1.2783 0.8109
2 H 1.5518 -0.9071 0.0080
3 C 0.0485 -0.4181 1.4753
4 N -0.1880 0.8566 1.2221
5 H 0.9001 -2.3378 0.9917
6 H 0.0303 -0.6264 2.5490
7 H -0.9862 1.2485 1.7160
8 H 0.3147 0.5658 -2.7057
9 S -0.9440 0.9743 -2.5076
10 H -0.2570 0.9880 0.2046
11 H -1.3904 0.9347 -3.7642

Calculated values
- multiplicity = 2
- gap between HOMO and LUMO (spin up / spin down) (eV) = 8.48 / 5.50
- molar mass (g mol⁻¹) = 77.15
- net charge = +1

=====

Least stable of them? c.